(1)
Below is one molecule with the formula C6H11ClSi, with properties calculated with the ωB97M-V functional and the def2-TZVPD basis.

```
19
Properties=species:S:1:pos:R:3:forces:R:3
C -1.06685 -2.93077 1.04744 0.89 -3.22 -0.79
C -1.01293 -1.63934 0.97498 0.38 3.59 0.34
Si 0.45070 -0.39777 0.31527 -0.73 -0.90 0.94
C 0.82081 -0.86505 -1.49957 -0.78 -0.39 1.99
Cl 2.33710 -0.97280 1.27669 -1.40 0.63 -0.42
C -0.20978 1.39566 0.75321 -1.37 -1.94 -0.99
C 0.49402 2.39912 1.22161 -1.53 1.32 -1.10
C -1.74615 1.49799 0.34508 3.05 1.29 -0.11
H -1.87348 -3.56033 1.44674 0.04 0.74 0.02
H -0.27135 -3.57514 0.61681 -0.28 0.53 0.33
H -1.88103 -1.11271 1.42992 0.63 -0.21 -0.33
H 0.07521 -1.60250 -1.73688 -0.43 -0.47 -0.15
H 0.75351 -0.12399 -2.24910 0.52 0.92 -0.67
H 1.74751 -1.39756 -1.35900 0.58 0.13 -0.67
H 1.51238 2.36829 1.30169 2.58 -0.49 0.71
H 0.12665 3.42930 1.21443 -0.41 -0.30 0.40
H -2.24066 0.84682 1.00963 -1.07 -0.71 0.39
H -1.75724 1.14260 -0.71270 -0.71 0.51 0.74
H -2.05798 2.55967 0.53379 0.02 -1.03 -0.64
```
Positions in Å, forces in eV/Å.

Calculated values
- orbital gap (eV) = 10.81
- LUMO (eV) = 0.849
- relative energy (zero: lowest compared OMol25 entry of this formula, charge and spin) (kcal/mol) = 9.25
- HOMO (hartree) = -0.366
- molar mass (g/mol) = 146.69

---

(2)
Below is one molecule with the formula C9H12N2, with properties calculated with the ωB97M-V functional and the def2-TZVPD basis.

```
23
Properties=species:S:1:pos:R:3:forces:R:3
C -0.40002 2.13402 -0.24400 0.06 -1.25 1.89
N -1.09597 0.74342 -0.01317 -0.67 1.02 0.68
C -2.48160 0.80926 0.24464 -0.71 1.25 -0.82
C -3.34446 -0.23342 0.18012 -0.43 -3.03 1.69
C -2.77165 -1.67696 -0.01054 1.30 3.91 -1.45
C -1.46745 -1.64595 -0.48282 0.38 -4.08 3.35
C -0.50264 -0.53929 -0.22809 -2.44 1.49 -1.38
N 0.70823 -0.75757 -0.41007 3.91 -0.69 1.78
C 1.84189 -0.21516 0.36468 0.46 0.73 -0.37
C 3.11130 -1.08863 0.49033 1.21 4.08 0.90
C 3.07311 0.21083 -0.37852 0.16 -1.64 -3.30
H -0.40300 2.79076 0.80252 -0.49 -1.58 -3.04
H 0.69458 2.00231 -0.48892 -1.39 -0.17 0.11
H -0.97477 2.47533 -1.13713 0.69 0.65 1.06
H -2.99004 1.84234 0.33147 1.46 -1.59 0.17
H -4.39687 -0.16236 0.62719 1.64 0.27 -1.15
H -3.34658 -2.60088 0.09436 0.15 0.53 -0.03
H -0.87060 -2.75383 -0.31701 -1.61 3.26 -1.29
H 1.73482 0.49644 1.17539 -0.99 -0.46 0.53
H 3.26042 -1.96093 -0.05655 -0.17 -1.44 -0.60
H 3.90846 -0.81067 1.25623 -1.73 -1.08 -0.31
H 2.87973 -0.09995 -1.43962 0.55 0.57 0.76
H 3.83310 1.04090 -0.36047 -1.34 -0.75 0.83
```
Positions in Å, forces in eV/Å.

Calculated values
- orbital gap (eV) = 8.31
- LUMO (eV) = 0.695
- relative energy (zero: lowest compared OMol25 entry of this formula, charge and spin) (kcal/mol) = 141.71
- HOMO (hartree) = -0.280
- molar mass (g/mol) = 148.21

---

(3)
Below is a 8-piece molecular cluster, C7H29NO7 overall, with properties calculated with the ωB97M-V functional and the def2-TZVPD basis.

```
44
Properties=species:S:1:pos:R:3:forces:R:3
C -0.38589 1.73366 3.56219 3.07 -0.33 -2.56
C 0.18809 0.90518 2.67773 -2.04 -2.23 1.00
C 1.66386 0.89876 2.47294 1.30 -0.15 -0.35
C 2.15475 1.79139 1.30184 0.03 -2.34 -0.77
C 1.27133 1.57890 -0.02468 2.67 1.90 -0.60
N 0.92259 0.24111 -0.55991 -0.18 -0.82 1.77
C 0.14041 0.33450 -1.80715 0.57 1.69 -1.86
C -0.45406 -0.96952 -2.38955 -1.07 -0.21 0.55
H -1.30618 1.81404 3.99552 -2.44 -0.17 0.54
H 0.30421 2.53237 3.66163 0.34 1.10 1.30
H -0.37511 -0.01360 2.28851 0.66 1.28 0.48
H 2.05614 -0.15283 2.37255 -0.65 0.90 -0.35
H 2.17775 1.22468 3.38009 -0.22 0.19 0.11
H 3.11736 1.32326 0.93525 -0.46 0.99 0.95
H 2.29185 2.87779 1.63750 -0.43 -1.51 -0.99
H 2.10188 1.98890 -0.70088 -1.83 -0.22 -0.05
H 0.44503 2.28480 0.00489 -0.35 -0.04 -0.29
H 0.29135 -0.18444 0.16131 0.65 0.29 -0.87
H -0.67556 1.04822 -1.62812 0.43 -0.61 -0.40
H 0.77055 0.87315 -2.63830 -0.79 -0.94 1.60
H -0.49058 -1.71958 -1.58337 -0.24 0.14 -0.16
H -1.53347 -0.73874 -2.68092 1.42 -0.50 0.26
H 0.02413 -1.51915 -3.23014 0.09 0.91 0.40
O -1.84393 2.48484 -1.52490 1.43 -1.87 0.72
H -2.50739 1.92395 -1.10721 0.30 -0.28 0.68
H -2.41877 3.00521 -1.98708 -1.91 2.86 -2.29
O -2.63494 2.33046 0.83285 1.74 0.13 0.39
H -1.76255 1.88608 0.66952 -0.84 1.14 0.31
H -3.11744 1.55086 1.04718 -1.12 -0.98 0.47
O 3.60114 -0.28371 -2.40958 -0.66 -1.48 -1.61
H 2.65428 -0.38719 -2.26418 -0.01 0.04 0.15
H 3.86232 0.33160 -1.77089 0.65 1.42 1.55
O -2.40542 -2.70762 0.19342 0.83 0.46 -0.03
H -1.42547 -2.63616 0.04025 -1.39 -0.84 0.05
H -2.69707 -3.61502 0.00805 0.58 0.47 -0.03
O 1.86023 -2.81438 0.28665 1.54 -1.49 1.87
H 2.27107 -3.47458 -0.28136 0.20 0.42 0.04
H 1.54842 -2.13871 -0.26356 -0.59 1.83 -1.38
O 0.01166 -4.17281 -0.68262 -1.64 -0.36 -1.06
H 0.52591 -4.46743 0.06009 0.53 0.04 0.19
H 0.54738 -4.13794 -1.48346 0.03 -0.19 0.41
O -3.46416 -0.02544 -0.00117 1.96 -1.31 1.12
H -4.18993 0.17010 -0.56245 -0.90 -0.58 -0.87
H -3.11579 -0.97499 -0.00848 -1.25 1.27 -0.41
```
Positions in Å, forces in eV/Å.

Calculated values
- orbital gap (eV) = 9.30
- LUMO (eV) = 0.179
- relative energy (zero: lowest compared OMol25 entry of this formula, charge and spin) (kcal/mol) = 91.88
- HOMO (hartree) = -0.335
- molar mass (g/mol) = 239.31

---

(4)
Below is CH4NO3P as an isolated structure, with properties calculated with the ωB97M-V functional and the def2-TZVPD basis.

```
10
Properties=species:S:1:pos:R:3:forces:R:3
C -1.26634 -0.98084 0.34380 -1.68 1.62 -2.72
N 0.65987 1.46530 -0.47084 -0.64 -0.60 -0.49
O 1.24283 -0.18889 1.38786 0.01 0.06 2.95
O 1.90891 -0.87357 -1.00102 -0.21 0.45 -0.65
O -2.24418 -0.62316 -0.25535 0.34 -0.21 0.07
P 1.26586 -0.01290 -0.02283 1.29 0.92 -1.92
H -1.36566 -1.29881 1.32526 0.70 -1.06 2.17
H -0.29666 -0.81794 -0.19205 -0.76 -1.19 0.19
H 0.10604 1.54725 -1.31703 0.81 -0.33 -0.68
H -0.01065 1.78358 0.20220 0.15 0.34 1.07
```
Positions in Å, forces in eV/Å.

Calculated values
- orbital gap (eV) = 11.04
- LUMO (eV) = -0.133
- relative energy (zero: lowest compared OMol25 entry of this formula, charge and spin) (kcal/mol) = 38.86
- HOMO (hartree) = -0.411
- molar mass (g/mol) = 109.02

---

Q: The lowest molar mass belongs to which entry?
A: CH4NO3P

---

Q: Look up the HOMO of the second one.
A: -0.280 hartree

---

Q: The lowest HOMO belongs to which entry?
A: CH4NO3P